C23H26N2O5 | the ωB97M-V functional and the def2-TZVPD basis

```
56
Properties=species:S:1:pos:R:3:forces:R:3:nbo_charge:R:1
C 3.6096 5.2555 2.5643 0.2 0.1 0.0 -0.2519
O 2.3169 4.6999 2.5416 -0.3 -0.2 0.0 -0.4918
C 2.1671 3.4244 2.0900 0.0 -0.2 -0.1 0.3292
C 3.1958 2.6108 1.6361 0.2 0.4 0.1 -0.3393
C 2.9017 1.3251 1.2112 -0.3 0.0 0.1 -0.1451
C 1.6125 0.8297 1.2244 -0.1 -0.2 0.0 -0.1495
C 1.3129 -0.5595 0.7271 0.1 0.0 0.2 -0.2393
N 1.0557 -0.5711 -0.6972 -0.3 0.0 0.1 -0.4250
C 1.8845 -1.1672 -1.6036 0.2 -0.2 0.1 0.6580
O 2.8723 -1.8157 -1.3264 0.2 -0.1 -0.1 -0.6157
C 1.2994 -0.8728 -2.9302 -0.4 0.3 -0.4 -0.1716
C 1.7267 -1.2401 -4.1940 0.0 0.0 0.2 -0.1553
C 0.9815 -0.8142 -5.2817 0.1 -0.1 -0.1 -0.2174
C -0.1592 -0.0422 -5.1051 -0.1 0.1 0.0 -0.1873
C -0.5877 0.3282 -3.8379 0.0 0.0 0.0 -0.2231
C 0.1573 -0.0917 -2.7554 0.5 -0.3 -0.2 0.0910
C -0.0620 0.1248 -1.2867 -0.3 0.3 0.1 -0.1709
C -1.4273 -0.4603 -0.8797 0.6 -0.1 0.0 0.6989
O -2.4221 0.2239 -0.7917 -0.4 0.4 0.0 -0.6361
N -1.4013 -1.7928 -0.6978 0.0 -0.4 0.2 -0.6218
C -2.5525 -2.5525 -0.2813 -0.3 -0.3 0.2 -0.2482
C -2.3777 -3.1376 1.1354 0.3 0.3 -0.3 0.0908
C -2.2514 -2.0300 2.2037 0.0 -0.1 0.0 -0.4367
C -3.4712 -2.2454 3.1081 -0.1 -0.2 -0.1 -0.4302
C -4.3807 -3.1115 2.2345 -0.2 0.2 0.2 -0.0703
O -3.5034 -3.9217 1.4795 0.0 -0.2 -0.1 -0.5207
C 0.5699 1.6609 1.6682 0.3 0.1 0.0 0.4020
O -0.6828 1.1261 1.6346 0.5 -0.1 -0.1 -0.5286
C -1.7807 1.9608 1.9212 -0.3 0.1 0.0 -0.2541
C 0.8566 2.9434 2.1030 -0.2 0.1 0.1 -0.3629
H 3.4900 6.2629 2.9598 0.1 -0.1 0.0 0.2006
H 4.2793 4.6874 3.2176 0.0 0.0 0.0 0.1774
H 4.0412 5.3103 1.5599 0.0 0.0 0.0 0.1773
H 4.2163 2.9553 1.6091 0.1 0.1 0.0 0.2211
H 3.6989 0.6892 0.8561 0.1 -0.1 0.0 0.2215
H 2.1762 -1.2128 0.8799 -0.2 0.0 0.0 0.2474
H 0.4430 -0.9598 1.2572 0.1 -0.1 -0.1 0.2168
H 2.6148 -1.8409 -4.3139 0.1 -0.1 0.0 0.2302
H 1.2892 -1.0854 -6.2805 0.0 0.0 -0.1 0.2170
H -0.7236 0.2760 -5.9690 0.0 0.0 -0.1 0.2165
H -1.4768 0.9239 -3.6991 -0.1 0.1 0.0 0.2276
H -0.0668 1.1880 -1.0203 -0.1 -0.1 0.0 0.2394
H -0.5231 -2.2822 -0.7837 0.0 0.2 0.0 0.4060
H -2.7335 -3.3738 -0.9816 0.0 0.1 0.0 0.2051
H -3.4080 -1.8738 -0.3006 0.0 -0.1 0.0 0.2279
H -1.5133 -3.8127 1.1332 -0.1 0.1 0.0 0.1793
H -1.3206 -2.1158 2.7613 0.0 0.1 0.0 0.2169
H -2.2768 -1.0500 1.7307 0.1 0.1 0.0 0.2183
H -3.9486 -1.3137 3.4013 0.0 0.0 0.1 0.2139
H -3.1888 -2.7955 4.0056 0.0 0.0 0.0 0.2064
H -5.0332 -3.7761 2.8009 0.0 0.1 0.0 0.1947
H -4.9940 -2.4857 1.5709 0.0 0.0 0.1 0.1589
H -1.8182 2.2215 2.9836 0.0 0.0 0.0 0.1759
H -2.6645 1.3868 1.6482 0.0 0.1 0.0 0.2127
H -1.7559 2.8729 1.3193 0.0 0.0 0.0 0.1839
H 0.0906 3.6084 2.4654 -0.1 0.1 0.0 0.2302
```
Positions in Å, forces in eV/Å.

Its total charge is 0. Its multiplicity is 1. The value obtained for the HOMO-LUMO gap is 9.1389 eV. For the energy above the lowest of the compared OMol25 structures with the same formula, charge and spin, the calculation gives 183.2 kJ/mol. Its SMILES is COc1ccc(CN2C(=O)c3ccccc3[C@H]2C(=O)NC[C@H]2CCCO2)c(OC)c1.